{"formula": "C33H81F2N6O16P", "method": "wB97M-V/def2-TZVPD", "total_energy_ha": -3378.00362, "charge": 0, "lumo_energy_ev": -0.119, "species": ["C", "C", "C", "O", "C", "N", "H", "H", "H", "H", "H", "H", "H", "H", "H", "H", "H", "C", "C", "C", "O", "C", "N", "H", "H", "H", "H", "H", "H", "H", "H", "H", "H", "H", "C", "C", "C", "O", "C", "N", "H", "H", "H", "H", "H", "H", "H", "H", "H", "H", "H", "C", "C", "C", "O", "C", "N", "H", "H", "H", "H", "H", "H", "H", "H", "H", "H", "H", "C", "C", "C", "O", "C", "N", "H", "H", "H", "H", "H", "H", "H", "H", "H", "H", "H", "C", "C", "C", "O", "C", "N", "H", "H", "H", "H", "H", "H", "H", "H", "H", "H", "H", "C", "O", "P", "O", "O", "C", "O", "C", "H", "H", "H", "H", "H", "H", "H", "H", "H", "C", "C", "O", "C", "O", "O", "F", "H", "H", "H", "C", "C", "O", "C", "O", "O", "F", "H", "H", "H"], "positions_angstrom": [[-5.12484, 0.25382, -4.90016], [-5.07729, -0.98737, -4.03102], [-4.82458, -0.83909, -2.50382], [-3.62179, -0.07711, -2.34372], [-3.27028, 0.02941, -0.95857], [-6.29988, -1.72279, -4.41297], [-5.26689, -0.08918, -5.92499], [-4.13810, 0.71125, -4.82791], [-5.99646, 0.86482, -4.66554], [-4.26836, -1.60020, -4.42873], [-4.73866, -1.85033, -2.10618], [-5.70683, -0.31108, -2.14196], [-2.95154, -0.93358, -0.55962], [-4.02940, 0.44209, -0.29410], [-2.45638, 0.73416, -0.78838], [-6.32564, -2.09566, -5.35127], [-6.35448, -2.49027, -3.75869], [2.21141, 3.46853, -5.22539], [2.81587, 3.81543, -3.89110], [2.07210, 3.22085, -2.67863], [0.78023, 3.71740, -2.62028], [-0.05198, 3.34568, -1.59164], [4.16673, 3.46206, -3.75143], [1.21486, 3.86834, -5.41279], [2.10954, 2.38709, -5.31606], [2.82935, 3.72834, -6.08490], [2.69438, 4.89739, -3.83892], [2.59022, 3.69094, -1.84276], [2.09298, 2.13271, -2.61847], [-0.17374, 2.26253, -1.60013], [-1.03566, 3.81075, -1.65621], [0.38013, 3.58401, -0.61974], [4.41619, 2.84642, -4.51226], [4.34114, 2.90598, -2.92653], [0.02425, 4.28070, 2.83188], [1.45820, 3.76255, 3.26851], [1.82479, 2.48086, 2.49236], [2.88276, 1.79899, 3.21391], [3.16442, 0.54784, 2.55874], [2.40444, 4.79608, 3.11565], [-0.80093, 3.58426, 2.98071], [-0.04500, 4.56369, 1.78154], [-0.22794, 5.23197, 3.30048], [1.32232, 3.56421, 4.33167], [2.12396, 2.74788, 1.47879], [1.00387, 1.76945, 2.58217], [2.35362, -0.15267, 2.75876], [3.96744, 0.09349, 3.13910], [3.39136, 0.52473, 1.49287], [2.21664, 5.63988, 3.63798], [3.29361, 4.49300, 3.48662], [-3.17400, -4.07266, -0.73334], [-2.47041, -4.39917, 0.57543], [-1.01338, -3.79081, 0.66968], [-0.18623, -4.43685, -0.31064], [1.15774, -3.93385, -0.14767], [-3.15855, -3.96107, 1.82128], [-4.23691, -4.30075, -0.65393], [-2.87688, -4.75377, -1.53078], [-3.02944, -3.02677, -1.00408], [-2.30646, -5.47644, 0.60165], [-0.62713, -3.87119, 1.68577], [-1.00969, -2.70991, 0.52924], [1.80417, -4.44112, -0.86383], [1.52193, -4.34568, 0.79354], [1.27720, -2.86138, -0.30148], [-3.30087, -2.96115, 1.82580], [-2.60180, -4.11137, 2.65047], [-1.36063, -2.48473, -1.56221], [-0.58243, -1.52926, -2.45880], [0.92549, -1.71415, -2.39816], [1.33149, -1.88697, -1.07697], [2.72410, -2.13504, -0.87054], [-1.09228, -1.66697, -3.80218], [-1.18272, -3.51708, -1.86333], [-2.42032, -2.26550, -1.69284], [-1.02919, -2.40762, -0.52668], [-0.80421, -0.49339, -2.20210], [1.40499, -0.91304, -2.96066], [1.18591, -2.51622, -3.08879], [2.95198, -3.08137, -1.36109], [2.82709, -2.32640, 0.19757], [3.41541, -1.34920, -1.17494], [-0.43806, -1.20528, -4.41777], [-1.17690, -2.63271, -4.08553], [-2.34814, -1.03114, 3.09447], [-0.93369, -1.27879, 3.70325], [0.00959, -2.28401, 2.89495], [0.38045, -1.57020, 1.71473], [1.67848, -1.70614, 1.36693], [-0.38385, 0.07128, 3.80238], [-2.40017, -0.89356, 2.01444], [-2.96688, -0.21201, 3.46095], [-3.00177, -1.89547, 3.21190], [-0.97777, -1.68200, 4.71498], [-0.62985, -3.11886, 2.60817], [0.83893, -2.56906, 3.54229], [1.94386, -1.05939, 0.53063], [1.90967, -2.75762, 1.19655], [2.32321, -1.31972, 2.15631], [0.62440, 0.07243, 3.74297], [-0.78975, 0.63952, 3.07269], [4.32573, -1.39549, 1.42935], [4.38682, -1.46003, 0.02626], [4.66003, -0.10524, -0.86206], [4.71728, -0.36124, -2.32626], [3.52359, 1.00186, -0.32535], [2.20023, 0.72385, -0.61168], [6.03904, 0.39607, -0.14145], [6.83389, 1.49791, -0.63296], [3.35601, -1.84171, 1.64987], [4.37998, -0.34588, 1.71825], [5.08327, -2.03967, 1.87574], [1.68780, 0.00459, 0.02720], [1.99089, 0.44645, -1.64480], [1.71685, 1.68389, -0.43063], [6.45212, 1.77053, -1.61684], [7.79114, 1.03410, -0.87099], [6.88590, 2.40576, -0.03196], [-1.22297, -0.57436, -0.12380], [0.13306, 0.14226, -0.45694], [0.27987, 0.91002, 0.65814], [-0.86355, 0.99852, 1.37389], [-0.92143, 1.66327, 2.43426], [-1.85539, 0.37724, 0.65949], [0.13371, 0.97127, -1.52185], [-0.96721, -1.57081, 0.23645], [-1.80238, -0.78934, -1.02167], [0.88277, -0.62348, -0.65607], [-2.63468, 3.05408, 4.80581], [-2.40948, 1.73809, 4.03746], [-3.81563, 1.29685, 4.02935], [-4.51725, 1.91208, 4.98665], [-5.72396, 1.60790, 5.19668], [-3.84473, 2.84567, 5.50713], [-1.69447, 0.90764, 4.76953], [-2.72966, 3.80203, 4.01865], [-1.73267, 3.34266, 5.34544], [-1.81041, 1.83603, 3.13214]], "forces_ev_per_angstrom": [[0.648, -0.213, 0.448], [0.270, -0.819, -1.843], [-0.525, 0.594, -2.244], [-0.597, -0.369, 1.232], [-3.837, 1.529, -1.665], [-0.589, -0.095, 2.232], [0.099, 0.044, -0.088], [-0.327, 0.720, -0.084], [0.331, 0.343, 0.220], [0.748, 0.199, 0.269], [0.004, -0.010, 0.451], [0.068, 0.044, 0.743], [-2.735, 0.203, -0.003], [-0.963, -0.031, -0.403], [-1.533, 0.289, -2.285], [0.489, 0.170, 0.002], [-0.515, -0.495, -0.203], [-0.245, -1.194, -0.730], [-2.376, 0.648, 0.374], [-0.164, 1.334, 0.023], [-0.596, 1.315, -2.071], [-0.652, -0.371, 0.868], [2.110, -0.851, -0.580], [0.096, 0.232, 0.365], [-0.073, -0.359, 0.086], [0.248, 0.430, 0.165], [0.058, 0.266, 0.490], [0.526, -0.534, 0.659], [0.297, -0.058, -0.367], [-0.930, 3.592, -0.110], [0.216, 0.459, -0.302], [0.199, 0.414, 0.510], [0.348, -0.020, -0.178], [-0.031, 0.071, 0.287], [0.556, 0.312, -0.425], [-2.850, -0.367, -0.018], [0.229, 0.107, 2.263], [0.373, -0.040, -1.582], [-0.853, 1.897, 3.144], [1.743, 0.974, -0.673], [0.549, 0.377, 0.366], [0.434, -0.284, -0.377], [0.180, -0.066, 0.555], [0.039, -0.865, 0.217], [-0.018, -0.139, -0.156], [0.429, 0.770, -0.545], [-0.236, 1.065, 0.154], [0.190, 0.684, 0.211], [-0.882, 1.723, 0.814], [-0.562, 0.012, -0.003], [0.294, -0.216, -0.167], [-1.757, -0.753, 1.011], [1.898, 0.727, 1.132], [-0.897, -2.780, -0.659], [0.367, 0.815, 1.237], [-0.594, -4.590, 0.923], [-0.606, -0.208, -0.971], [-0.219, 0.114, 0.434], [0.529, 0.335, -0.036], [-1.658, -1.940, 0.976], [-0.182, -0.075, 0.284], [0.005, -1.852, -1.491], [-0.265, -2.116, 2.257], [-0.402, -0.251, -0.448], [0.079, -0.190, 0.483], [-2.129, -4.117, 1.957], [-0.234, 0.018, -0.421], [0.176, -0.455, -0.036], [2.041, 0.220, -3.337], [-0.460, -0.259, -0.689], [-0.698, -0.568, -2.240], [2.072, 3.158, -4.766], [-0.251, -1.845, -2.844], [0.268, 0.140, -0.549], [-0.153, 0.400, -0.415], [1.363, 1.001, -0.883], [-0.743, -1.221, -4.396], [0.019, -0.856, -0.907], [0.351, 0.757, 0.599], [0.095, -1.010, 0.632], [0.515, 0.341, -0.507], [0.095, -0.464, -2.585], [-3.969, -1.696, -2.164], [-0.180, 0.059, -0.575], [0.168, -0.192, -0.033], [-0.715, -1.920, -0.350], [0.318, 0.832, -0.176], [-2.212, 2.466, 1.077], [-1.508, -0.539, 1.166], [-0.139, 0.336, 3.032], [5.951, -6.059, -1.806], [0.602, -0.318, 0.323], [0.741, -0.764, 0.225], [0.083, -0.087, 0.580], [-0.526, -0.358, 0.113], [0.704, 0.808, 1.488], [0.265, 0.002, -0.290], [-0.439, -0.991, 1.843], [-0.180, 0.722, 0.842], [-1.842, -0.931, 0.087], [0.400, -0.091, -0.302], [1.699, -3.209, 3.293], [1.850, -1.002, -0.053], [6.552, 2.829, 0.693], [2.430, 1.470, 1.334], [-0.213, 0.587, 1.820], [4.016, -1.753, -1.165], [1.613, 1.998, -0.533], [-1.935, 0.088, -0.142], [-0.045, -0.708, -1.780], [2.295, 0.113, 0.412], [1.337, -2.162, -0.255], [0.379, 0.217, -0.058], [3.837, 1.965, 0.095], [1.164, 0.009, 0.090], [0.533, -0.231, -0.281], [-0.130, 0.290, -0.035], [0.254, 0.452, 0.509], [-0.178, -0.569, 0.505], [4.145, 1.018, -2.048], [-5.646, -2.742, 0.811], [-1.448, 1.533, 3.119], [0.038, 1.382, -1.772], [4.006, 1.478, -12.819], [2.274, 1.553, 5.400], [-1.023, -3.168, -1.165], [-0.537, 3.573, 2.208], [2.641, 0.968, 1.666], [-2.356, 0.710, 0.371], [1.109, -0.458, -1.839], [-4.742, 3.016, 4.047], [1.036, -0.377, -0.987], [-6.012, -3.245, -1.295], [4.344, 1.227, -0.202], [1.582, 3.192, 2.533], [-4.506, 1.813, 5.785], [-0.684, 0.448, 0.243], [-0.566, -0.208, 0.867], [-4.944, 0.726, 1.755]]}


{"formula": "C15H22AsNO5Pd", "method": "wB97M-V/def2-TZVPD", "total_energy_ha": -3379.34433, "charge": -2, "lumo_energy_ev": 4.984, "de_lowest_ev": 2.508, "species": ["Pd", "O", "C", "C", "N", "C", "C", "O", "O", "C", "C", "O", "O", "H", "H", "H", "H", "H", "H", "H", "H", "H", "C", "As", "C", "C", "C", "C", "C", "C", "C", "C", "H", "H", "H", "H", "H", "H", "H", "H", "H", "H", "H", "H", "H"], "positions_angstrom": [[-0.80425, -0.25781, -0.63397], [-1.76420, 0.36581, 1.90942], [-0.72688, 0.20455, 2.82316], [0.04511, -1.10763, 2.59371], [0.55490, -1.14245, 1.24694], [0.73526, -2.48423, 0.72524], [-0.66934, -3.16537, 0.47940], [-0.88899, -4.22771, 1.08285], [-1.42417, -2.59116, -0.32628], [1.66211, -0.22491, 0.98707], [1.26705, 0.72618, -0.20896], [0.54165, 1.71137, 0.08295], [1.83989, 0.50741, -1.29307], [-1.35962, 0.13125, 1.00140], [-1.16828, 0.19100, 3.83186], [-0.03210, 1.06205, 2.77061], [-0.65600, -1.94116, 2.70373], [0.84322, -1.20388, 3.36860], [1.35228, -3.12794, 1.38869], [1.22068, -2.41390, -0.25877], [2.57329, -0.77659, 0.71217], [1.86746, 0.38706, 1.87561], [-1.97337, 3.11497, -3.84570], [-0.90146, 2.31761, -2.30415], [-2.52546, 1.61654, -1.42799], [-0.32342, 0.62869, -3.22661], [-1.26197, 0.13829, -4.23956], [-1.14741, 0.52682, -5.57577], [-2.07298, 0.12240, -6.51639], [-3.13272, -0.68872, -6.14249], [-3.23981, -1.11003, -4.82461], [-2.31226, -0.71060, -3.88231], [-2.69955, 2.41908, -4.25530], [-1.33208, 3.45273, -4.65903], [-2.51613, 3.98575, -3.47402], [-3.29435, 1.35895, -2.16052], [-2.92399, 2.33515, -0.70993], [-2.25173, 0.68722, -0.85922], [-0.22645, -0.10468, -2.37870], [0.67102, 0.81127, -3.64378], [-0.31645, 1.16150, -5.86417], [-1.96941, 0.44357, -7.54768], [-3.87127, -0.99187, -6.87582], [-4.05307, -1.76339, -4.53528], [-2.36464, -1.07700, -2.85651]], "forces_ev_per_angstrom": [[-0.160, -1.418, -0.574], [-0.206, -0.074, 0.071], [0.277, -0.027, 0.318], [-0.363, 0.314, 0.214], [0.594, -0.279, 0.381], [-0.459, -0.372, -0.229], [0.846, -0.151, 0.249], [0.051, -0.533, 0.353], [-0.271, 0.660, -0.466], [-0.123, 0.269, -0.496], [1.454, 0.041, 0.980], [-0.283, 0.333, 0.447], [0.575, -0.150, -0.648], [-0.661, 0.338, 0.992], [0.107, -0.033, -0.051], [-0.030, -0.147, 0.015], [0.091, 0.037, 0.067], [-0.113, -0.045, -0.195], [-0.185, 0.182, -0.088], [-0.054, 0.077, 0.246], [-0.125, 0.045, 0.073], [-0.060, -0.073, -0.125], [0.152, -0.057, 0.146], [-0.437, 0.484, -0.596], [0.031, 0.181, -0.204], [0.231, 0.129, 0.272], [-0.195, -0.120, -0.157], [0.092, 0.002, 0.110], [-0.043, 0.001, -0.226], [-0.198, -0.044, -0.168], [-0.144, -0.068, -0.099], [0.052, -0.101, 0.171], [-0.129, -0.180, -0.064], [0.162, 0.020, -0.066], [0.026, 0.067, 0.164], [0.045, -0.017, 0.010], [0.124, 0.027, -0.038], [-0.815, 0.326, 0.007], [0.306, 0.270, -0.955], [-0.096, 0.027, 0.237], [-0.016, 0.031, 0.004], [-0.019, -0.008, -0.008], [0.001, -0.037, -0.013], [-0.027, -0.042, 0.039], [-0.005, 0.115, -0.101]]}


We obtain HOMO values of -7.674; -0.142 eV for the records listed above, in that order.